Below is C35H46BrCdFN6O2Si2 as an isolated structure in a non-equilibrium geometry, with properties calculated with wB97M-V/def2-TZVPD.

Geometry as XYZ:
```
94
Properties=species:S:1:pos:R:3:forces:R:3
Cd 0.68889 0.36501 -1.15246 0.17 -0.08 0.20
O 3.13865 0.24722 3.06573 0.39 0.01 0.41
C 2.31962 0.82807 3.87890 -0.07 0.00 0.37
C 2.68179 1.17106 5.21078 0.03 -0.03 -0.09
C 1.78984 1.77090 6.07717 -0.05 0.02 0.00
C 0.48714 2.07272 5.67802 0.05 -0.01 0.00
C 0.10982 1.75004 4.37999 0.06 0.03 0.01
C 0.98592 1.14672 3.49301 -0.11 0.06 0.07
C 0.53158 0.77193 2.10254 0.09 -0.10 -0.10
O 1.62869 0.63735 1.24173 -1.03 0.43 -0.64
N -0.25027 -0.46982 2.22330 0.04 0.01 -0.03
N -0.84573 -0.93290 1.11308 0.08 0.04 0.04
C -1.20798 -2.15741 1.11280 0.01 -0.06 -0.01
C -1.89759 -2.80084 0.00302 -0.05 0.00 0.01
Br -1.76289 -1.98823 -1.70111 0.10 -0.08 -0.11
C -2.53959 -3.97153 0.08936 -0.02 -0.01 0.00
C -2.75979 -4.73466 1.33157 0.00 0.05 -0.01
C -2.56273 -6.11641 1.33424 0.00 -0.01 0.01
C -2.76055 -6.86382 2.48375 0.01 0.00 -0.01
C -3.17096 -6.24464 3.65624 0.00 0.01 0.01
C -3.38742 -4.87374 3.66426 0.00 -0.01 0.00
C -3.18986 -4.12683 2.51285 0.02 0.00 0.00
H 2.41552 0.49733 1.87612 0.51 -0.39 -0.06
H 3.69451 0.93828 5.52107 0.00 0.00 0.01
H 2.11228 2.01380 7.08593 0.00 0.00 -0.01
H -0.21042 2.54856 6.35624 0.01 0.00 0.00
H -0.89610 1.97446 4.03906 -0.03 0.00 -0.02
H -0.14827 1.51234 1.67667 -0.06 0.02 0.00
H 0.20055 -1.17750 2.80117 0.00 0.00 -0.01
H -1.00026 -2.80117 1.96906 0.04 -0.02 0.01
H -2.89702 -4.42924 -0.82551 0.01 -0.01 0.00
H -2.22285 -6.59957 0.42568 -0.01 0.00 -0.01
H -2.57797 -7.93135 2.46806 0.00 0.00 0.00
H -3.31785 -6.82569 4.55821 0.00 0.00 0.00
H -3.71155 -4.38000 4.57202 0.00 0.00 0.00
H -3.37357 -3.05992 2.52012 0.00 0.00 0.00
C -3.39492 0.61074 -0.38009 -0.01 0.02 0.01
Si -2.38094 2.19183 -0.44847 0.01 0.00 -0.08
C -2.56500 2.87769 1.31139 0.01 0.01 0.04
C -3.44048 3.21841 -1.65273 0.03 0.00 0.05
N -0.76458 2.05743 -1.00329 -0.03 0.03 0.08
C -0.05383 3.23700 -1.27859 0.05 -0.06 0.00
C -0.44711 4.49703 -0.81437 -0.06 -0.01 -0.02
C 0.23092 5.67898 -1.11175 0.03 0.01 -0.04
C 1.37097 5.61900 -1.88678 -0.03 0.00 0.04
C 1.81942 4.37830 -2.33085 0.00 0.00 -0.01
C 1.16052 3.17142 -2.05678 -0.01 -0.06 0.03
N 1.63148 1.94208 -2.47376 -0.06 0.07 -0.09
Si 2.88684 1.74940 -3.59851 -0.08 0.00 -0.02
C 3.07203 -0.05374 -4.09874 -0.02 0.00 -0.01
C 2.55536 2.64533 -5.23952 0.02 -0.01 0.00
C 4.61106 2.26977 -3.00978 0.01 0.00 0.01
H -4.36971 0.91906 0.01669 -0.03 -0.01 -0.01
H -2.98266 -0.14564 0.28548 -0.02 0.05 -0.03
H -3.55924 0.16260 -1.36124 0.00 0.05 0.04
H -3.53784 3.35739 1.45990 -0.01 0.00 -0.01
H -1.78452 3.59279 1.57689 -0.03 -0.04 0.04
H -2.49962 2.04191 2.01421 0.00 -0.01 0.03
H -4.43464 3.39982 -1.23079 0.01 0.01 0.00
H -3.57926 2.62720 -2.56457 0.00 0.01 0.02
H -3.00520 4.17386 -1.93916 0.06 0.07 0.02
H -1.31703 4.57459 -0.17555 -0.04 -0.01 -0.06
H -0.13314 6.62150 -0.71765 0.00 0.00 -0.01
H 1.93257 6.51512 -2.12891 0.00 0.00 0.00
H 2.74082 4.34220 -2.89939 0.00 -0.01 -0.01
H 2.11572 -0.47729 -4.41707 0.00 0.00 0.01
H 3.46278 -0.67579 -3.29357 0.01 0.00 0.02
H 3.76824 -0.11340 -4.94190 -0.01 -0.02 0.00
H 1.67283 2.21049 -5.71869 0.00 0.00 -0.01
H 3.40103 2.52067 -5.92421 0.00 0.01 0.00
H 2.36868 3.71280 -5.11525 0.00 0.01 0.02
H 4.79800 1.84134 -2.02150 0.01 -0.01 0.00
H 4.72989 3.35165 -2.92481 0.00 0.00 0.00
H 5.38022 1.89575 -3.69338 0.00 0.01 0.00
F 1.12026 -5.87903 2.31088 -0.01 0.00 0.01
C 1.30215 -4.81807 1.46443 0.00 -0.01 -0.02
C 1.93437 -3.68110 1.92939 -0.03 -0.01 0.02
C 2.11936 -2.61449 1.06316 0.00 0.02 -0.07
C 1.68405 -2.65516 -0.27493 -0.02 0.04 0.05
C 1.89399 -1.51592 -1.18504 0.01 0.07 0.00
C 1.06602 -3.83986 -0.69488 -0.02 0.02 0.00
C 0.86778 -4.91659 0.16196 0.01 -0.02 -0.01
H 2.27905 -3.63468 2.95552 0.00 0.02 0.00
H 2.61001 -1.72053 1.42534 0.02 0.01 0.06
H 1.91021 -1.83794 -2.22524 -0.01 -0.08 -0.01
H 2.84675 -1.03208 -0.94955 0.02 -0.01 -0.07
H 0.72303 -3.91211 -1.72089 0.00 -0.01 0.00
H 0.38309 -5.82462 -0.17633 0.00 0.00 0.01
N -2.15333 1.31317 -4.81721 0.03 0.01 -0.02
N -1.16939 0.84406 -3.87785 -0.03 0.01 -0.04
H -2.45006 2.25484 -4.57457 0.00 -0.01 -0.01
H -2.96374 0.71501 -4.71667 0.00 0.00 0.00
H -1.29775 1.28602 -2.96573 0.07 -0.01 0.03
H -0.25909 1.16922 -4.18731 -0.02 -0.02 -0.03
```
Forces are in eV/Å.

energy above the lowest of the compared OMol25 structures with the same formula, charge and spin: 0.00 kcal/mol
calculated total energy: -5261.032365 Eh
charge: -2
HOMO: -1.3058 eV
LUMO: 0.1490 hartree
gap between HOMO and LUMO: 5.36 eV